C14H29N3OZn | ωB97M-V/def2-TZVPD

Last column: Löwdin charge in e.
Atoms and positions in Å:
C (3.6411, -2.8950, 0.7252)  -0.137
C (3.2082, -1.3383, 1.0017)  -0.215
C (3.7054, -0.2837, -0.1901)  -0.189
N (2.7462, 0.8572, -0.4312)  -0.008
C (1.5307, 0.4666, -1.2330)  -0.167
C (1.3607, -1.0460, -1.8330)  -0.200
O (1.9246, -1.4686, -2.9981)  0.050
N (0.4464, -1.7718, -0.8699)  -0.074
C (-0.3708, -0.7408, -0.0639)  -0.086
C (0.0161, 0.7746, -0.5948)  -0.273
C (0.1783, 1.9970, 0.4853)  -0.130
C (0.6770, 1.5447, 1.9802)  -0.247
C (-0.4935, 2.0156, 3.0604)  -0.122
C (-1.0643, 0.9483, -1.8504)  -0.129
C (-2.5782, 1.3804, -1.3445)  -0.170
C (-3.7340, 0.2566, -1.6423)  -0.189
C (-4.2354, -0.5877, -0.3243)  -0.293
N (-4.4481, 0.2577, 0.9218)  -0.017
H (4.5961, -3.2359, 1.3516)  0.114
H (2.7502, -3.5683, 1.1418)  0.075
H (3.7810, -3.1822, -0.4006)  0.072
H (3.7227, -0.9890, 2.0205)  0.142
H (2.0539, -1.2966, 1.2003)  0.066
H (4.6999, 0.2100, 0.2500)  0.154
H (4.0597, -0.8439, -1.1729)  0.132
H (3.2650, 1.6317, -0.9166)  0.149
H (1.5572, 1.2250, -2.1537)  0.186
H (0.9316, -2.5075, -0.2968)  0.065
H (-0.4711, -0.9176, 1.0995)  0.159
H (-1.4695, -1.0294, -0.4256)  0.115
H (0.9918, 2.7739, 0.0864)  0.143
H (-0.8067, 2.6432, 0.6401)  0.121
H (0.9912, 0.4224, 2.0842)  0.077
H (1.6486, 2.1825, 2.2491)  0.128
H (-1.4115, 1.2655, 2.9286)  0.077
H (-0.7850, 3.1312, 2.7871)  0.097
H (-0.0773, 1.9985, 4.1765)  0.102
H (-1.2070, -0.0936, -2.4155)  0.112
H (-0.6078, 1.6767, -2.6582)  0.139
H (-2.6032, 1.7568, -0.2260)  0.106
H (-2.8678, 2.3348, -2.0002)  0.140
H (-4.7207, 0.6976, -2.1447)  0.138
H (-3.3383, -0.5529, -2.4229)  0.111
H (-5.3126, -1.0192, -0.6048)  0.138
H (-3.5725, -1.5463, -0.0953)  0.096
H (-3.4763, 0.3610, 1.3413)  0.058
H (-5.0199, -0.2638, 1.6467)  0.102
Zn (0.1874, -3.6314, -1.8689)  1.282

Computed properties:
- max |F| (eV/Å) = 9.851
- relative energy (zero: lowest compared OMol25 entry of this formula, charge and spin) (eV) = 6.8949
- HOMO (eV) = -14.700
- orbital gap (Eh) = 0.0936
- charge = +2